A) Entry from OMol25: C3H4O2S in the gas phase (ωB97M-V with the def2-TZVPD basis set).

The geometry in XYZ format:
```
10
Properties=species:S:1:pos:R:3
O 1.6843 -0.1946 0.6216
C 1.3612 -0.1351 -0.5201
C -0.2321 -0.3867 -0.8842
O -1.0028 -0.7388 0.2421
C -0.8991 0.2283 1.3357
S -0.7470 1.8088 1.2899
H 2.1288 0.5026 -1.2700
H -0.6036 0.6257 -1.3275
H -0.4729 -1.2902 -1.5556
H -1.2169 -0.4201 2.0681
```

Properties
- Kohn-Sham gap: 9.359 eV
- LUMO: -0.047 eV
- E_HOMO: -9.41 eV
- SMILES: O=CCOC=S
- Multiplicity: 1

B) Entry from OMol25: 2 unconnected molecules or ions with the total composition C3H4O2S (ωB97M-V with the def2-TZVPD basis set).

The geometry in XYZ format:
```
10
Properties=species:S:1:pos:R:3
C 1.6731 0.8752 -0.7880
C 0.3704 0.8859 -0.3391
C -0.7431 0.0802 0.0862
O 1.5364 3.4939 -0.2474
O 0.5519 2.6165 -2.4538
S 1.0065 2.4580 -1.1215
H 2.6510 -0.2661 -0.9500
H -0.9387 0.2788 1.1560
H -0.7866 -0.9830 -0.1879
H -1.7835 0.2509 -0.4889
```

Properties
- Kohn-Sham gap: 10.229 eV
- LUMO: 0.372 eV
- E_HOMO: -9.86 eV
- Multiplicity: 1

C) Entry from OMol25: C3H4O2S in the gas phase (ωB97M-V with the def2-TZVPD basis set).

The geometry in XYZ format:
```
10
Properties=species:S:1:pos:R:3
O 1.4229 -1.9884 -0.2820
C 0.4876 -1.2904 -0.4850
C 0.4509 0.1385 -0.3515
S 2.0632 1.0710 0.1322
C -0.7779 0.8658 0.1533
O -0.3488 0.9493 -1.1550
H -0.5198 -1.6268 -0.7906
H 2.5920 0.8795 -1.2028
H -1.7225 0.4913 0.4009
H -0.4255 1.7896 0.5092
```

Properties
- Kohn-Sham gap: 10.215 eV
- LUMO: 0.578 eV
- E_HOMO: -9.64 eV
- SMILES: O=C[C@]1(S)CO1
- Multiplicity: 1

Most stable pick: A). Distance to second place: 0.0034 hartree.

A) Entry from OMol25: a gas-phase ion, C6H12NOS (charge +1) (ωB97M-V with the def2-TZVPD basis set).

The geometry in XYZ format:
```
21
Properties=species:S:1:pos:R:3
C -0.5060 -1.6162 -1.6421
C -0.2540 -0.9943 -0.3001
O 0.7649 -1.8102 0.2275
C 1.3353 -1.1372 1.3292
C 1.6047 0.1754 0.5630
N 0.2836 0.4303 -0.0915
C -0.6599 1.3239 0.6541
C -2.0345 0.7661 0.4971
S -1.7950 -1.0066 0.6893
H -1.1743 -2.5289 -1.5293
H 0.3646 -1.9852 -2.1029
H -0.8271 -0.8541 -2.2818
H 2.2297 -1.5526 1.6533
H 0.8197 -1.2565 2.2744
H 1.7824 1.0050 1.0941
H 2.4505 0.0211 -0.0721
H 0.5542 0.6328 -1.0511
H -0.3785 2.3645 0.2037
H -0.4500 1.1712 1.6512
H -2.7859 1.2079 1.1857
H -2.6068 0.8922 -0.5098
```

Properties
- Kohn-Sham gap: 10.145 eV
- LUMO: -3.093 eV
- E_HOMO: -13.24 eV
- SMILES: C[C@@]12OCC[N@@H+]1CCS2
- Multiplicity: 1
- Charge: +1

B) Entry from OMol25: a gas-phase ion, C6H12NOS (charge +1) (ωB97M-V with the def2-TZVPD basis set).

The geometry in XYZ format:
```
21
Properties=species:S:1:pos:R:3
C 0.5299 0.4475 0.0000
C 1.0778 -0.8532 2.1827
C 0.3185 -1.7043 1.1426
C -1.1517 -1.6820 1.2791
C 0.0211 2.5588 -0.7631
C -0.0323 0.7256 -2.3420
N 0.2645 1.1749 -0.9996
O 0.5476 -1.2463 -0.2243
S 0.7505 0.8616 1.6513
H 0.6476 -1.0943 3.2158
H 2.1965 -1.0542 2.1040
H 0.8462 -2.6626 1.1150
H -1.5879 -0.6833 1.2780
H -1.3011 -2.1418 2.2169
H -1.5021 -2.2252 0.4051
H -1.1493 2.7012 -0.5938
H 0.2717 3.3451 -1.5463
H 0.5830 2.9464 0.0403
H 0.6962 1.2860 -2.9142
H -1.0995 1.1343 -2.5994
H -0.0307 -0.4191 -2.3411
```

Properties
- Kohn-Sham gap: 10.393 eV
- LUMO: -3.851 eV
- E_HOMO: -14.24 eV
- Multiplicity: 1
- Charge: +1

Most stable pick: A). Distance to second place: 0.0178 hartree.

A) Entry from OMol25: a molecular structure, C7H13NO2S (ωB97M-V with the def2-TZVPD basis set).

The geometry in XYZ format:
```
24
Properties=species:S:1:pos:R:3
C 0.3477 0.1692 -0.0377
C 1.0703 1.2748 -0.1368
C -0.6260 -1.6167 1.1127
C -2.0260 -1.3460 0.7276
C 0.4592 2.6374 -0.1683
C 2.5576 0.9997 0.1821
C 0.3703 -1.9098 -1.2253
N 0.2486 -1.1443 0.0272
O -2.7004 1.2826 0.8240
O -2.7183 0.2959 -1.4731
S -2.0407 0.4455 -0.2043
H -0.3682 -1.0635 1.9724
H -0.2853 -2.7373 1.0477
H -2.4826 -1.8636 -0.1260
H -2.6838 -1.1549 1.4761
H 0.3953 2.9979 0.8760
H 1.2085 3.4477 -0.5484
H -0.5772 2.4820 -0.5560
H 2.7628 0.0625 0.6033
H 3.0994 1.1191 -0.6664
H 2.7958 1.8317 0.7832
H -0.6594 -1.9170 -1.8285
H 1.0514 -1.5006 -1.8013
H 0.8009 -2.7924 -0.8602
```

Properties
- Kohn-Sham gap: 8.260 eV
- LUMO: 0.526 eV
- E_HOMO: -7.73 eV
- Multiplicity: 1

B) Entry from OMol25: C7H13NO2S in the gas phase (ωB97M-V with the def2-TZVPD basis set).

The geometry in XYZ format:
```
24
Properties=species:S:1:pos:R:3
C 2.3671 1.2749 -0.3154
C 0.0494 -1.1697 1.6488
C 0.7076 -0.0399 1.0207
C -1.4074 -1.2445 1.1171
C 1.8837 0.0099 0.4034
C 3.7690 0.9674 -0.7586
C -3.1421 0.8122 -1.0153
N -1.8272 0.2421 -0.9453
O 1.7152 2.2875 -0.5410
O -2.7217 -2.1805 -0.8583
S -1.4945 -1.4586 -0.6866
H 0.6323 -1.9834 1.4407
H 0.0987 -1.0087 2.6558
H -1.1392 0.3643 -1.6364
H 0.0184 0.6628 0.8602
H -1.9997 -2.1060 1.6344
H -2.0969 -0.3005 1.3118
H 2.5870 -0.7929 0.3448
H 4.1130 1.7650 -1.2759
H 3.8453 0.0248 -1.3712
H 4.3880 0.9762 0.2602
H -3.1393 1.9528 -1.2346
H -3.5634 0.5546 -0.0893
H -3.6433 0.3901 -1.9701
```

Properties
- Kohn-Sham gap: 9.334 eV
- LUMO: 0.452 eV
- E_HOMO: -8.88 eV
- Multiplicity: 1

C) Entry from OMol25: C7H13NO2S in the gas phase (ωB97M-V with the def2-TZVPD basis set).

The geometry in XYZ format:
```
24
Properties=species:S:1:pos:R:3
C -0.9092 2.0047 0.7277
C 0.4136 1.5808 0.2688
O 0.1483 0.5738 -0.6932
C 0.7779 -0.6598 -0.2500
C -0.0717 -1.2132 1.0265
N -1.4349 -0.9833 0.8651
C -2.3331 -0.5729 0.1649
S -3.6323 -0.2514 -0.6781
O 2.0908 -0.5814 0.2451
C 2.9635 -0.0427 -0.8247
C 4.3548 -0.1377 -0.1056
H -1.1613 3.0635 1.0909
H -1.3541 1.3447 1.3738
H -1.5522 1.6526 -0.3408
H 1.0583 1.2404 1.1437
H 0.9520 2.5197 -0.3245
H 0.5773 -1.3421 -1.0249
H 0.3241 -2.2236 1.4252
H 0.4247 -0.4422 1.7809
H 2.9557 -0.6399 -1.8847
H 2.5929 1.0240 -0.9777
H 4.4718 -1.2922 0.1045
H 5.1998 -0.0258 -0.8115
H 4.5849 0.3334 0.7788
```

Properties
- Kohn-Sham gap: 9.773 eV
- LUMO: 0.839 eV
- E_HOMO: -8.93 eV
- SMILES: CCOC(CN=C=S)OCC
- Multiplicity: 1

Most stable pick: B). Distance to second place: 0.0097 hartree.

A) Entry from OMol25: 2 unconnected molecules or ions with the total composition C6H7N3 (ωB97M-V with the def2-TZVPD basis set).

The geometry in XYZ format:
```
16
Properties=species:S:1:pos:R:3
N 0.3931 2.9828 -1.8523
C -0.0596 2.0581 -1.3660
C -0.7216 0.9070 -0.8282
C -1.5084 0.7971 0.2544
C -1.9715 -0.6511 0.1848
N -1.1950 -1.2195 -0.8207
N -0.5264 -0.3948 -1.4363
H -1.6084 1.5179 0.9383
H -2.0902 -1.4105 0.9946
H -3.0199 -0.6900 -0.3962
C 1.7934 -0.4185 1.2713
C 2.3114 -0.9764 0.1864
H 1.6466 -0.7571 2.2293
H 1.3887 0.6205 1.2472
H 2.2551 -0.4158 -0.7779
H 2.9128 -1.9498 0.1713
```

Properties
- Kohn-Sham gap: 9.635 eV
- LUMO: -0.490 eV
- E_HOMO: -10.12 eV
- SMILES: N#CC1=CCN=N1.C=C
- Multiplicity: 1

B) Entry from OMol25: C6H7N3 in the gas phase (ωB97M-V with the def2-TZVPD basis set).

The geometry in XYZ format:
```
16
Properties=species:S:1:pos:R:3
C -1.5597 -0.2681 1.0180
C -1.4221 -1.3288 0.1591
C 0.5495 0.7605 -0.7065
C 1.5737 1.6354 -1.1016
C 1.5156 2.7788 -0.3125
C -0.6517 -2.4428 -0.1662
N -1.0145 0.9401 1.1726
N 0.0491 1.3294 0.4268
N 0.6026 2.5065 0.6923
H -2.3593 -0.4051 1.6878
H 2.0888 1.4547 -1.9444
H 2.1108 3.5954 -0.0405
H -1.1262 -3.2464 -0.7630
H 0.1063 -1.9303 -0.9407
H 0.0035 -2.9425 0.6755
H 0.4384 3.0355 1.4544
```

Properties
- Kohn-Sham gap (alpha / beta): 6.877 / 6.881 eV
- LUMO (alpha / beta): -0.613 / -0.608 eV
- E_HOMO (alpha / beta): -7.49 / -7.49 eV
- Multiplicity: 1

Most stable pick: A). Distance to second place: 0.1451 hartree.

A) Entry from OMol25: a molecular structure, C23H24O5 (ωB97M-V with the def2-TZVPD basis set).

The geometry in XYZ format:
```
52
Properties=species:S:1:pos:R:3
C 0.2606 -6.3061 -2.1958
C -0.9242 -5.7769 -1.6160
C -1.9472 -5.4147 -2.5497
H -2.8953 -4.9998 -2.0097
H -2.2339 -5.9915 -3.3719
C -1.6813 -3.9615 -3.3958
C -1.5616 -2.6973 -2.5122
C -0.0707 -2.2728 -2.3170
C 0.0381 -1.0780 -1.4545
C 1.0938 -0.6093 -1.0840
C 1.3400 0.4756 0.0061
O 2.4016 0.9360 0.4389
C -0.1019 1.4621 -0.1657
C -1.3556 0.5339 -0.0542
O -2.3055 1.0153 0.3288
C -1.4259 -0.5157 -0.9071
C -2.6285 -1.1367 -1.4506
O -2.6325 -2.2098 -2.1138
H -3.3595 -0.9513 -1.0825
C -0.0955 2.4836 -0.8916
H 0.9238 3.1560 -0.8883
H -0.0637 2.1150 -1.8019
H -0.8913 3.0663 -0.7685
O -0.1324 1.9856 1.4880
C 0.2213 1.0552 2.2608
O -0.1520 -0.1679 2.1021
C -0.0771 1.8588 3.5442
C 1.5013 2.3936 3.8714
C 1.3696 3.8104 3.0525
C 0.6196 4.8412 3.3089
C 0.8462 5.9409 2.5464
C 1.6212 6.0921 1.3011
C 2.2924 4.8755 1.0651
C 2.1965 3.8739 1.7493
H 2.7961 2.9806 1.5275
H 3.0009 4.8031 0.2844
H 1.6894 6.9214 0.6481
H -0.0327 6.8138 2.9784
H 0.1069 4.8323 4.2351
H 2.2298 1.8379 3.7361
H 1.3159 2.7227 4.8857
H -0.1634 1.0471 4.6893
H -0.8044 2.5892 3.7922
H 1.9586 -0.9746 -1.3372
H 0.8384 -2.7024 -2.5754
H -2.4908 -3.9558 -4.2199
H -0.8230 -4.2946 -4.0489
H -1.4498 -6.4386 -0.9769
H -0.4505 -4.8459 -0.9626
H 0.8716 -5.4476 -2.7208
H 1.1106 -6.6399 -1.5011
H 0.1056 -7.1305 -2.8670
```

Properties
- Kohn-Sham gap: 7.169 eV
- LUMO: -0.893 eV
- E_HOMO: -8.06 eV
- Multiplicity: 1

B) Entry from OMol25: C23H24O5 in the gas phase (ωB97M-V with the def2-TZVPD basis set).

The geometry in XYZ format:
```
52
Properties=species:S:1:pos:R:3
C 5.9322 5.9331 3.7149
C 5.1187 5.8420 2.4299
C 4.3298 4.5375 2.3583
C 3.5126 4.4416 1.0617
C 2.7452 3.1602 1.0166
C 3.1270 2.0477 0.3618
C 2.3463 0.8372 0.4091
C 2.6591 -0.2877 -0.2827
C 1.8257 -1.4574 -0.2765
O 1.9415 -2.3836 -1.0543
C 0.7560 -1.5423 0.8348
C 1.3452 -2.3332 2.0068
O -0.3589 -2.2850 0.3303
C -1.0177 -1.6414 -0.6319
O -0.7303 -0.5205 -0.9789
C -2.1281 -2.4816 -1.2061
C -3.3479 -1.6157 -1.5146
C -4.4396 -2.2966 -2.2965
C -5.4430 -1.5090 -2.8541
C -6.4817 -2.0760 -3.5674
C -6.5361 -3.4493 -3.7394
C -5.5459 -4.2423 -3.1897
C -4.5068 -3.6717 -2.4722
C 0.2378 -0.2067 1.3641
O -0.8312 -0.1275 1.9256
C 1.1532 0.9353 1.2237
C 0.8509 2.1087 1.8249
O 1.6017 3.2054 1.7590
H 6.4873 6.8671 3.7488
H 5.2799 5.8901 4.5841
H 6.6408 5.1103 3.7778
H 4.4278 6.6860 2.3767
H 5.7889 5.9066 1.5701
H 3.6540 4.4740 3.2133
H 5.0187 3.6915 2.4108
H 4.1798 4.4982 0.2020
H 2.8110 5.2766 1.0212
H 4.0333 2.0545 -0.2211
H 3.5093 -0.3048 -0.9475
H 1.6549 -3.3120 1.6492
H 2.2035 -1.8063 2.4169
H 0.5864 -2.4545 2.7764
H -2.3551 -3.2789 -0.4990
H -1.7430 -2.9252 -2.1285
H -3.0080 -0.7367 -2.0688
H -3.7686 -1.2516 -0.5716
H -5.4034 -0.4366 -2.7238
H -7.2499 -1.4462 -3.9922
H -7.3450 -3.8964 -4.2982
H -5.5794 -5.3147 -3.3177
H -3.7496 -4.3143 -2.0511
H -0.0423 2.2338 2.4216
```

Properties
- Kohn-Sham gap: 8.401 eV
- LUMO: 0.017 eV
- E_HOMO: -8.38 eV
- SMILES: CCCCC1=CC2=CC(=O)[C@](C)(OC(=O)CCc3ccccc3)C(=O)C2=CO1
- Multiplicity: 1

Most stable pick: B). Distance to second place: 0.7430 hartree.